ORCA calculation (ωB97M-V/def2-TZVPD) on a single C24H35N3O2 molecule.

Geometry as ORCA input:
```
! wB97M-V def2-TZVPD RIJCOSX def2/J DEFGRID3
* xyz 0 1
O 1.0203 3.8739 -0.9486
C 1.2494 3.4507 0.1695
C 1.0939 1.9774 0.5151
C 0.2173 1.2762 -0.5198
C -0.0536 -0.1584 -0.0620
N 1.0750 -0.6838 0.6955
C 1.0558 -2.1162 0.9534
C 1.2014 -3.0179 -0.2838
C 1.2020 -4.4906 0.1475
N 0.0608 -4.8965 0.9370
C -1.1279 -5.3154 0.2091
C -1.9164 -4.2215 -0.4534
C -1.7957 -3.8992 -1.7402
C -2.4367 -2.7829 -2.4219
C -3.0656 -1.7399 -1.7396
C -3.6282 -0.6827 -2.4274
C -3.5801 -0.6424 -3.8113
C -2.9593 -1.6688 -4.5034
C -2.3895 -2.7229 -3.8162
C -0.1431 -4.0189 2.0675
C -0.2072 -2.5267 1.7116
C 2.3338 -0.1912 0.1734
C 2.4760 1.2998 0.5155
N 1.7094 4.2761 1.1442
C 1.9343 3.9838 2.5408
C 0.9892 4.8469 3.3910
O 1.1638 6.2166 3.1230
C 0.9332 6.4997 1.7589
C 1.8720 5.6910 0.8615
H 0.6171 1.8540 1.4903
H 0.7250 1.2960 -1.4839
H -0.7261 1.8087 -0.6425
H -0.9231 -0.1610 0.6024
H -0.2976 -0.7731 -0.9432
H 1.9162 -2.3076 1.6116
H 0.3764 -2.8376 -0.9724
H 2.1375 -2.7990 -0.8011
H 1.2651 -5.1375 -0.7303
H 2.0928 -4.6713 0.7634
H -1.7665 -5.8391 0.9292
H -0.7971 -6.0391 -0.5417
H -2.5842 -3.6688 0.1923
H -1.1518 -4.5056 -2.3683
H -3.1051 -1.7472 -0.6608
H -4.1040 0.1188 -1.8810
H -4.0193 0.1866 -4.3460
H -2.9147 -1.6438 -5.5827
H -1.9017 -3.5185 -4.3622
H -1.0577 -4.3219 2.5824
H 0.6992 -4.1784 2.7524
H -0.2979 -1.9338 2.6230
H -1.0791 -2.3399 1.0879
H 2.4112 -0.3325 -0.9167
H 3.1505 -0.7490 0.6371
H 3.1184 1.7788 -0.2258
H 2.9479 1.4129 1.4921
H 1.7720 2.9327 2.7626
H 2.9711 4.2437 2.7888
H 1.1983 4.7140 4.4538
H -0.0519 4.5524 3.1837
H 1.1053 7.5697 1.6367
H -0.1103 6.2652 1.4994
H 1.6395 5.8542 -0.1911
H 2.9104 5.9774 1.0627
*
```

Calculated values
SMILES = O=C(C1CCN(C2CCN(C/C=C/c3ccccc3)CC2)CC1)N1CCOCC1
lowest unoccupied orbital energy = 0.7 eV
highest occupied orbital energy = -8.07 eV
ΔE to the lowest compared entry with this formula, charge and spin = 42.11 kcal per mole
max |F| = 0.57 eV Å⁻¹
energy = -1250.2449 Ha
gap between HOMO and LUMO = 8.78 eV